[1]
{
  "formula": "C4H4HgO6",
  "method": "ωB97M-V with the def2-TZVPD basis set",
  "orbital_gap_ev": [9.42, 7.44],
  "e_above_lowest_kcal_mol": 0.0,
  "total_charge": 0,
  "multiplicity": 3,
  "e_lumo_ha": [0.0052, -0.1002],
  "e_tot_ha": -759.5750,
  "symbols": ["Hg", "O", "O", "O", "O", "O", "O", "C", "C", "C", "C", "H", "H", "H", "H"],
  "positions_angstrom": [[-3.0929, 0.3188, -0.6153], [-0.2119, -2.6283, -1.9373], [0.0739, 1.8392, 0.5530], [0.2071, 0.1268, 1.8944], [-2.3214, -2.5353, -2.1531], [-1.7854, 0.9217, 1.3374], [-1.2360, -0.7068, -1.5038], [-0.5716, 1.0491, 1.3863], [1.4073, -0.0387, 0.9280], [1.3846, 1.3308, 0.2412], [-1.2640, -1.9425, -1.7860], [1.5758, -0.8741, 0.2425], [2.2276, -0.1527, 1.6456], [2.1411, 2.0261, 0.6161], [1.4657, 1.2658, -0.8490]],
  "forces_ev_per_angstrom": [[0.2, -0.4, -0.5], [-0.5, 0.1, 0.5], [0.3, 1.3, -0.4], [1.9, -1.7, -0.8], [0.1, -0.3, 0.6], [0.4, 1.2, 1.6], [0.1, 0.9, 1.1], [-1.2, -2.1, -2.9], [0.8, 1.3, 2.2], [0.0, 0.0, 0.1], [0.1, -0.2, -1.7], [-1.8, -0.3, 0.2], [-0.1, 0.3, -0.2], [-0.2, -0.1, 0.0], [-0.2, 0.0, 0.3]]
}

---

[2]
{
  "formula": "C28H42I3NO16S3",
  "method": "ωB97M-V with the def2-TZVPD basis set",
  "orbital_gap_ev": 7.97,
  "e_above_lowest_kcal_mol": 436.4,
  "total_charge": 0,
  "e_lumo_ha": -0.0315,
  "e_tot_ha": -4437.5375,
  "symbols": ["I", "I", "I", "S", "S", "S", "O", "O", "O", "O", "O", "O", "O", "O", "O", "O", "O", "O", "O", "O", "O", "O", "N", "C", "C", "C", "C", "C", "C", "C", "C", "C", "C", "C", "C", "C", "C", "C", "C", "C", "C", "C", "C", "C", "C", "C", "C", "C", "C", "C", "C", "H", "H", "H", "H", "H", "H", "H", "H", "H", "H", "H", "H", "H", "H", "H", "H", "H", "H", "H", "H", "H", "H", "H", "H", "H", "H", "H", "H", "H", "H", "H", "H", "H", "H", "H", "H", "H", "H", "H", "H", "H", "H"],
  "positions_angstrom": [[-6.4518, 2.6473, 2.0697], [4.5118, 0.8245, -1.4706], [-2.9311, 3.1364, 1.8305], [-1.5203, 6.9454, -1.6787], [6.0283, -7.8993, -0.6438], [-3.6550, -1.1576, 5.4744], [-1.7178, 2.1057, -1.0572], [-2.4612, -1.7766, 6.3942], [-3.6915, 0.2783, 5.6517], [7.2345, -7.8388, -1.7375], [-0.3449, 7.2744, -0.9015], [1.7137, 2.4923, -0.1770], [-2.8591, 7.0990, -1.1510], [-4.8348, -1.9815, 5.6265], [5.0828, -6.8402, -0.9245], [-1.2913, -0.6862, 1.9374], [-2.8115, -1.3208, -3.4773], [-3.6359, 2.0080, -2.3870], [-0.3304, 1.1144, 0.6667], [2.2047, -0.8114, -2.7673], [-1.4260, 7.7029, -3.1180], [6.6013, -8.0901, 0.6711], [-1.5809, 3.0177, -3.9782], [1.4444, 1.6236, -2.6415], [-2.9942, 1.4576, -1.1422], [-5.3662, 1.8611, 0.2862], [0.6366, -1.4881, 0.4747], [-0.7230, 9.9797, -2.6572], [2.5418, 0.4352, -2.3798], [-1.3411, 5.2869, -2.2900], [2.2748, -1.4504, 0.4338], [8.9448, -6.3928, -0.8023], [-0.1002, -2.8841, -0.0514], [-2.9237, -1.5132, 3.8948], [-0.5459, 1.3085, -0.8056], [7.9346, -6.6161, -1.9121], [-6.2881, 1.1229, -0.8452], [-2.5700, 2.6946, -3.1694], [5.3242, -9.4409, -1.1769], [-3.6399, -0.5431, -2.7436], [2.4379, -4.1758, -0.6245], [0.7636, 2.2439, -1.2731], [-2.4424, -1.4724, 7.7809], [1.8072, 3.9848, -0.0619], [-3.8936, 2.0190, 0.1532], [0.7754, -4.1995, -0.5898], [-3.4504, -2.3099, 8.5453], [-1.8094, 9.0678, -3.1957], [-0.3604, -0.3095, 1.0212], [-3.1531, -0.1278, -1.1974], [3.1446, -2.7651, -0.1123], [-4.4746, -2.0336, 8.2770], [-7.4334, 1.2669, -0.5415], [0.5523, 1.2407, -3.3347], [9.5863, -7.2711, -0.6785], [-2.1955, 5.0505, -2.9260], [8.4444, -6.2208, 0.1554], [4.5089, -9.6937, -0.4956], [-1.9731, 9.2942, -4.2544], [0.7650, 4.4408, 0.2534], [4.3224, -2.7267, -0.1050], [-3.3330, -2.1675, 9.6233], [6.0945, -10.2132, -1.1382], [-6.1765, 1.7131, -1.8723], [-0.6010, 9.8503, -1.5776], [-1.3134, 4.6115, -1.4321], [-1.4362, -1.7041, 8.1454], [-2.6080, -0.4029, 7.9481], [-3.3303, -3.3724, 8.3107], [-4.6703, -0.2451, -3.2093], [-2.2575, -0.8218, -0.9545], [2.8365, -0.4900, 0.8116], [2.1611, 4.4979, -1.0564], [3.0799, -5.1147, -0.9825], [-1.2728, -3.0266, -0.0527], [-3.6339, -1.2183, 3.1193], [-0.4068, 5.2158, -2.8498], [-0.9695, 11.0283, -2.8464], [4.9417, -9.3224, -2.1918], [-4.0464, -0.4840, -0.4892], [0.2388, -5.2083, -0.9325], [2.5853, 4.3011, 0.7743], [-2.7601, 9.2362, -2.6788], [9.5703, -5.5222, -1.0184], [7.2378, -5.7747, -1.9886], [1.9442, 2.5094, -3.2661], [-6.1300, -0.0331, -0.9499], [0.3360, 3.3124, -1.5863], [0.2417, 9.7508, -3.1211], [-2.7259, -2.5848, 3.8303], [8.4640, -6.6845, -2.8682], [-2.0007, -0.9399, 3.7957], [-0.4242, 0.3156, -1.4173]],
  "forces_ev_per_angstrom": [[0.8, -0.9, -1.8], [-1.3, -0.1, -0.7], [-0.3, -1.0, -1.8], [0.0, -0.2, -0.4], [0.4, -0.4, -0.2], [0.4, -0.3, -0.4], [0.0, -2.7, 0.4], [-0.5, 0.3, -1.1], [-0.3, -1.0, 0.3], [-1.2, -0.7, 0.5], [-1.0, 0.0, -0.3], [-1.3, 1.9, -1.9], [1.1, 0.3, -0.2], [0.6, 0.9, 0.2], [0.8, -0.4, 0.4], [6.0, 2.6, -6.3], [-5.2, 4.9, 4.5], [4.6, 2.5, -1.7], [-0.7, -4.0, -1.7], [2.5, 8.2, 2.7], [0.0, -1.1, 0.7], [-0.6, 0.5, -1.0], [-9.3, -3.0, 7.2], [0.1, 0.7, -0.3], [-1.2, 0.7, 2.4], [3.7, -0.3, -1.3], [1.8, -3.0, -1.7], [0.2, 0.0, 0.3], [-3.6, -6.2, -2.8], [-0.1, 0.6, 0.0], [-1.9, -3.1, -1.2], [0.0, 0.0, 0.4], [3.6, -0.6, -0.2], [0.1, 0.0, 0.5], [3.2, 0.5, 0.0], [0.7, 1.0, 0.0], [-1.2, 1.1, 0.3], [5.3, -0.4, -5.2], [0.1, 0.0, -0.1], [4.6, -4.1, -2.8], [-2.7, 4.1, 1.6], [-0.6, 1.1, -0.7], [-0.1, 0.1, 1.1], [0.3, 1.0, 0.8], [-4.2, -0.1, 0.5], [2.2, 3.0, 1.2], [-0.4, -0.1, 0.0], [-0.1, 1.2, 0.0], [-4.0, -1.9, 4.5], [-1.5, -1.5, -1.3], [-3.6, -0.7, 0.1], [0.1, 0.0, 0.0], [2.6, -0.3, -0.6], [2.1, 0.4, 1.6], [-0.1, 0.1, -0.1], [0.3, 0.4, 0.2], [0.1, 0.0, -0.1], [0.2, 0.2, 0.0], [0.0, -0.4, 0.1], [2.0, -1.0, -0.7], [-2.7, 0.1, 0.0], [0.1, 0.0, -0.1], [-0.1, 0.2, 0.0], [0.0, -1.5, 2.2], [0.0, 0.0, -0.1], [-0.1, 0.3, 0.0], [-0.1, 0.0, -0.4], [0.0, -0.1, -0.2], [0.1, 0.2, 0.1], [1.8, -0.4, 1.1], [-1.3, 1.6, -0.5], [-1.2, -2.2, -0.9], [-0.7, -1.2, 1.7], [-1.5, 2.4, 0.9], [2.7, 0.6, 0.1], [0.0, 0.1, 0.2], [-0.2, 0.1, 0.0], [0.0, -0.1, 0.0], [0.1, 0.0, 0.1], [2.1, 1.1, -1.4], [1.1, 2.7, 0.9], [-1.6, -1.1, -1.7], [0.1, -0.2, 0.0], [-0.1, -0.1, -0.1], [-0.1, -0.2, 0.0], [-0.8, -1.9, 1.6], [0.0, 2.3, 0.2], [0.7, -2.6, 0.5], [-0.2, 0.1, 0.0], [0.0, 0.1, 0.1], [-0.3, -0.3, 0.1], [-0.4, -0.2, 0.2], [-0.9, 1.7, 1.4]]
}